Entry 1
Formula: C2H8N2S
Source: the OMol25 dataset
Level of theory: ωB97M-V/def2-TZVPD

```
13
Properties=species:S:1:pos:R:3:mulliken_charge:R:1
C 1.883 -0.607 0.281 -0.839
C -1.636 0.861 -0.197 -0.412
N 0.591 -0.414 -0.189 -0.330
N -0.338 0.997 0.457 -0.384
S -2.652 -0.562 0.160 -0.209
H 1.912 -1.089 1.172 0.332
H 2.374 -1.334 -0.462 0.283
H 2.563 0.322 0.268 0.260
H -1.239 0.732 -1.283 0.250
H -2.206 1.718 -0.128 0.344
H 0.675 -0.128 -1.135 0.244
H -0.365 0.631 1.444 0.277
H -1.560 -1.126 -0.386 0.184
```

HOMO energy (hartree): -0.3254
Gap between HOMO and LUMO (eV): 9.87

Entry 2
Formula: C2H8N2S
Source: the OMol25 dataset
Level of theory: ωB97M-V/def2-TZVPD

```
13
Properties=species:S:1:pos:R:3:mulliken_charge:R:1
C -1.041 -1.591 0.662 -0.845
S -1.378 -0.278 -0.559 -0.598
H -1.902 -2.110 1.062 0.319
H -0.376 -2.362 0.245 0.247
H -0.385 -1.282 1.482 0.189
N 1.766 0.468 1.082 -0.408
C 1.350 0.399 -0.189 0.108
N 0.778 1.484 -0.708 -0.576
H 1.450 1.236 1.649 0.215
H 1.933 -0.400 1.562 0.290
H 1.395 -0.499 -0.782 0.498
H 0.011 1.176 -1.346 0.272
H 0.395 2.121 -0.024 0.289
```

HOMO energy (hartree): -0.2418
Gap between HOMO and LUMO (eV): 6.55

Entry 3
Formula: C2H8N2S
Source: the OMol25 dataset
Level of theory: ωB97M-V/def2-TZVPD

```
13
Properties=species:S:1:pos:R:3:mulliken_charge:R:1
C 0.689 -0.619 0.319 -0.410
C -0.100 -0.671 -0.751 -0.013
N -0.412 -1.829 -1.449 -0.521
N 1.037 0.649 0.918 -0.532
H 1.122 -1.515 0.751 0.255
H -0.528 0.236 -1.147 0.249
H -1.321 -1.778 -1.879 0.249
H -0.349 -2.662 -0.882 0.231
H 1.891 1.032 0.508 0.279
H 1.220 0.545 1.916 0.266
H -0.064 1.751 0.614 0.278
S -1.081 2.767 0.278 -0.461
H -2.104 2.094 0.804 0.129
```

SMILES string: N/C=C/N.S
HOMO energy (hartree): -0.3080
Gap between HOMO and LUMO (eV): 9.25

Top of the stability list: entry 3, leading by 111.1 kJ/mol.

Entry 1
Formula: C5H18NO2
Source: the OMol25 dataset
Level of theory: ωB97M-V/def2-TZVPD

```
26
Properties=species:S:1:pos:R:3:mulliken_charge:R:1
C 1.153 0.944 0.861 -0.791
C 0.085 1.887 0.438 -0.597
C -1.362 1.662 0.906 0.829
C -2.214 2.879 1.048 -1.627
C -2.045 0.691 -0.108 -1.356
N 1.266 -0.282 0.016 -0.231
H 1.093 0.632 1.896 0.405
H 2.127 1.419 0.803 0.368
H 0.163 1.959 -0.706 0.300
H 0.350 2.903 0.760 0.367
H -1.298 1.140 1.875 0.151
H -2.187 3.431 0.099 0.363
H -1.867 3.629 1.772 0.378
H -3.268 2.788 1.291 0.412
H -1.551 -0.302 -0.131 0.233
H -3.128 0.618 -0.053 0.408
H -1.955 1.201 -1.107 0.337
H 1.856 -1.050 0.345 0.407
H 0.358 -0.761 -0.044 0.214
H 1.523 -0.292 -0.980 0.405
H 2.488 -6.291 -0.888 0.320
H 1.680 -5.543 0.087 0.316
O 1.945 -5.495 -0.840 -0.621
H 1.406 -3.124 -1.913 0.329
H 1.669 -2.406 -3.189 0.314
O 1.714 -2.238 -2.236 -0.633
```

HOMO energy (hartree): -0.5365
Total charge: +1
Gap between HOMO and LUMO (eV): 11.41

Entry 2
Formula: C5H18NO2
Source: the OMol25 dataset
Level of theory: ωB97M-V/def2-TZVPD

```
26
Properties=species:S:1:pos:R:3:mulliken_charge:R:1
C 1.906 -1.545 -1.558 -1.427
C 1.392 -0.854 -0.230 0.514
C 0.793 -1.909 0.662 -0.929
C -0.328 -1.397 1.618 -0.526
C 0.109 -0.132 2.327 -0.715
N 0.419 0.083 -0.576 -0.253
H 1.112 -1.784 -2.264 0.445
H 2.647 -0.901 -2.034 0.451
H 2.475 -2.461 -1.374 0.382
H 2.260 -0.364 0.256 0.367
H 1.573 -2.414 1.240 0.459
H 0.342 -2.710 0.058 0.382
H -0.365 -2.138 2.428 0.361
H -1.222 -1.189 1.033 0.363
H 0.394 0.647 1.580 -0.026
H 0.930 -0.339 3.011 0.390
H -0.747 0.281 2.860 0.348
H -0.210 3.197 1.054 0.156
H 0.175 2.590 0.970 -0.209
H 0.852 0.778 -1.212 0.313
H -1.310 0.406 -0.632 0.415
H -2.450 1.396 -0.875 0.296
O -2.095 0.774 -0.224 -0.560
H -2.481 3.338 -3.379 0.319
H -3.559 3.430 -2.296 0.333
O -2.612 3.216 -2.443 -0.648
```

HOMO energy (hartree): -0.5340
Total charge: +1
Gap between HOMO and LUMO (eV): 5.61

Top of the stability list: entry 1, leading by 579.1 kJ/mol.

Entry 1
Formula: C6H7NO
Source: the OMol25 dataset
Level of theory: ωB97M-V/def2-TZVPD

```
15
Properties=species:S:1:pos:R:3:mulliken_charge:R:1
C 0.992 1.100 1.181 -0.851
C 0.057 1.366 0.022 0.557
C -1.692 -0.157 -0.997 -0.341
C -1.026 -0.938 0.094 -0.143
C 0.353 -1.567 -0.153 -0.709
C 1.454 -1.930 -0.464 0.196
H 1.486 2.093 1.099 0.274
H 0.526 1.086 2.146 0.312
H 1.686 0.171 0.958 0.209
H -1.228 -0.257 -2.088 0.245
H -2.766 -0.077 -0.886 0.264
H -1.580 -1.431 0.836 0.356
H 2.507 -2.138 -0.926 0.324
N -1.013 0.552 0.057 -0.115
O 0.243 2.126 -0.878 -0.578
```

SMILES string: C#C[C@@H]1CN1C(C)=O
HOMO energy (hartree): -0.3584
Gap between HOMO and LUMO (eV): 10.68

Entry 2
Formula: C6H7NO
Source: the OMol25 dataset
Level of theory: ωB97M-V/def2-TZVPD

```
15
Properties=species:S:1:pos:R:3:mulliken_charge:R:1
C -1.138 -1.784 1.220 -0.080
C -0.575 -0.597 0.379 0.137
C 0.583 -0.905 -0.281 -0.430
C 1.104 0.489 -0.906 0.071
C 0.668 1.528 0.288 -0.768
C -0.663 0.985 0.045 -0.039
H -2.408 -1.661 1.314 0.224
H 0.761 -2.209 -0.382 0.215
H 2.174 0.377 -1.497 0.283
H 1.182 1.668 1.310 0.271
H 0.740 2.456 -0.147 0.371
H -1.586 1.391 0.215 0.556
H -0.471 0.071 -1.678 0.372
N -0.222 0.888 -1.392 -0.667
O -0.147 -2.697 1.513 -0.514
```

SMILES string: O=CC1=C[C@@H]2C[C@H]1N2
HOMO energy (hartree): -0.3239
Gap between HOMO and LUMO (eV): 8.43

Entry 3
Formula: C6H7NO
Source: the OMol25 dataset
Level of theory: ωB97M-V/def2-TZVPD

```
15
Properties=species:S:1:pos:R:3:mulliken_charge:R:1
C -1.493 -0.739 1.286 -1.021
C -0.887 -0.253 0.069 0.289
C -0.578 0.084 -1.935 -0.416
C 0.756 0.154 -1.409 -0.888
C 0.420 0.180 0.021 1.029
C 1.300 0.525 0.917 -0.068
H -2.335 -1.574 0.961 0.281
H -0.781 -1.116 2.188 0.261
H -1.923 0.267 1.622 0.259
H -0.735 0.004 -3.015 0.395
H 1.589 0.408 -1.978 0.404
H 1.172 0.348 2.054 0.210
H 2.510 0.965 -0.351 0.319
N -1.489 -0.144 -1.040 -0.624
O 2.474 0.889 0.610 -0.430
```

SMILES string: CC1=NC=C/C1=C\O
HOMO energy (hartree): -0.2939
Gap between HOMO and LUMO (eV): 7.97

Entry 4
Formula: C6H7NO
Source: the OMol25 dataset
Level of theory: ωB97M-V/def2-TZVPD

```
15
Properties=species:S:1:pos:R:3:mulliken_charge:R:1
C 0.284 -1.032 -0.891 0.246
C -0.619 0.144 -1.264 -0.488
C -0.756 0.714 0.156 0.181
C 0.459 -0.926 0.695 -0.087
C 1.327 0.295 0.903 -0.461
C 0.609 1.314 0.527 -0.671
H -0.183 0.858 -2.017 0.322
H -1.578 -0.268 -1.619 0.265
H -1.488 1.542 0.137 0.413
H -1.608 -0.984 0.899 0.275
H 0.727 -1.875 1.137 0.485
H 2.373 0.176 1.322 0.331
H 0.690 2.421 0.510 0.366
N -0.854 -0.388 1.080 -0.613
O 0.618 -1.993 -1.572 -0.566
```

SMILES string: O=C1C[C@@H]2C=C[C@H]1N2
HOMO energy (hartree): -0.3215
Gap between HOMO and LUMO (eV): 9.65

Top of the stability list: entry 4, leading by 143.3 kJ/mol.

Entry 1
Formula: C3H4O
Source: the OMol25 dataset
Level of theory: ωB97M-V/def2-TZVPD

```
8
Properties=species:S:1:pos:R:3:mulliken_charge:R:1
O -1.664 1.155 0.138 -0.486
C -1.003 0.015 0.495 0.027
C 0.272 -0.208 0.331 -0.060
C 1.449 -0.559 -0.100 -0.586
H -1.036 1.723 -0.331 0.306
H -1.634 -0.715 0.988 0.312
H 1.421 -1.060 -1.064 0.235
H 2.371 -0.380 0.454 0.251
```

SMILES string: C=C=CO
HOMO energy (hartree): -0.3277
Gap between HOMO and LUMO (eV): 9.73

Entry 2
Formula: C3H4O
Source: the OMol25 dataset
Level of theory: ωB97M-V/def2-TZVPD

```
8
Properties=species:S:1:pos:R:3:mulliken_charge:R:1
C -0.704 0.622 0.021 -0.480
C 0.756 0.246 0.030 -0.170
C 1.865 -0.197 -0.024 -0.097
H -1.469 -0.947 0.921 0.339
H -0.923 1.166 0.917 0.284
H -0.963 1.205 -0.852 0.255
H 2.833 -0.695 0.005 0.374
O -1.373 -0.595 -0.144 -0.506
```

SMILES string: C#CCO
HOMO energy (hartree): -0.3723
Gap between HOMO and LUMO (eV): 10.85

Entry 3
Formula: C3H4O
Source: the OMol25 dataset
Level of theory: ωB97M-V/def2-TZVPD

```
8
Properties=species:S:1:pos:R:3:mulliken_charge:R:1
C 0.019 -0.053 0.804 -0.315
C 1.005 0.970 -0.905 -0.039
C -0.636 -1.120 0.115 -0.743
O 1.321 2.090 -0.441 -0.216
H -1.575 -0.864 0.504 0.285
H -0.576 -1.278 -0.937 0.311
H -0.358 -2.084 0.443 0.325
H 0.799 2.340 0.417 0.391
```

HOMO energy (spin up / spin down) (hartree): -0.2683 / -0.2672
Gap between HOMO and LUMO (spin up / spin down) (eV): 6.90 / 7.04

Top of the stability list: entry 1, leading by 81.9 kJ/mol.

Entry 1
Formula: C2H3ClS
Source: the OMol25 dataset
Level of theory: ωB97M-V/def2-TZVPD

```
7
Properties=species:S:1:pos:R:3:mulliken_charge:R:1
C -0.193 -0.646 -0.141 0.285
C 0.171 0.718 0.221 -1.026
S 0.567 -1.387 -1.722 -0.228
Cl -1.046 -1.598 0.922 -0.088
H -0.099 0.763 1.243 0.375
H 1.064 0.809 -0.196 0.361
H -0.465 1.341 -0.328 0.321
```

SMILES string: CC(=S)Cl
HOMO energy (hartree): -0.3236
Gap between HOMO and LUMO (eV): 7.81

Entry 2
Formula: C2H3ClS
Source: the OMol25 dataset
Level of theory: ωB97M-V/def2-TZVPD

```
7
Properties=species:S:1:pos:R:3:mulliken_charge:R:1
C 1.426 2.615 1.303 -0.053
C 0.330 -0.009 -0.226 -0.346
S 2.907 2.866 1.164 -0.026
Cl 1.829 -0.917 -0.097 -0.165
H -0.001 0.002 -1.174 0.274
H 0.356 1.064 0.140 0.073
H -0.552 -0.446 0.313 0.243
```

HOMO energy (hartree): -0.3898
Gap between HOMO and LUMO (eV): 10.47

Top of the stability list: entry 1, leading by 41.7 kJ/mol.